C36H37Zr as an isolated structure at a distorted geometry. Source: the OMol25 dataset; level of theory: the ωB97M-V functional and the def2-TZVPD basis.

Positions of all 74 atoms, in Å:
C  -5.86844  -0.69332  1.06536
C  -5.01300  -0.71154  2.32387
C  -5.86446  -0.72069  3.58806
C  -4.05168  -1.88620  2.31201
C  -3.43074  -2.47774  3.48129
C  -2.28035  -3.20823  3.00906
C  -2.22083  -3.08270  1.58016
C  -3.31012  -2.28675  1.15225
Zr  -1.95014  -0.72950  2.92771
C  0.85197  -0.55286  -1.18237
C  -0.36004  -0.72905  4.46089
C  -2.26816  1.75778  3.06128
C  -2.20830  1.66420  1.63670
C  -3.29630  0.87877  1.18677
C  -4.03937  0.45398  2.33520
C  -3.41911  1.01874  3.51967
H  -5.27918  -0.68456  0.14726
H  -6.50427  -1.57660  1.04679
H  -6.49666  0.19548  1.06868
H  -5.26785  -0.73065  4.50940
H  -6.49327  0.17298  3.59920
H  -6.49915  -1.61052  3.58405
H  -3.84017  -2.46663  4.49175
H  -1.62282  -3.81336  3.63581
H  -1.53796  -3.60896  0.91405
H  -3.61857  -2.09228  0.13110
H  0.99168  0.35394  -0.58144
H  0.63208  -1.39313  -0.49412
H  -0.10020  -0.33529  -1.72623
H  0.33942  0.12216  4.28505
H  -0.68291  -0.66033  5.51579
H  0.26064  -1.65128  4.37361
H  -1.61223  2.34978  3.70424
H  -1.52429  2.20488  0.98150
H  -3.60562  0.70702  0.16267
H  -3.83157  0.98730  4.52932
C  3.07074  5.49075  -3.37200
C  2.81983  4.39143  -4.19579
C  2.78545  3.10653  -3.66566
C  3.07874  2.86370  -2.31522
C  3.05389  1.45044  -1.85102
C  2.27342  0.55276  -2.55581
C  1.95000  -0.84370  -2.12479
C  1.36941  -1.86105  -3.10936
C  1.39652  -3.20270  -2.69907
C  0.67143  -4.16573  -3.38410
C  -0.11820  -3.77953  -4.48815
C  -0.20234  -2.42632  -4.84450
C  0.54840  -1.46496  -4.15834
C  3.91038  1.07515  -0.69146
C  3.57060  0.20174  0.35403
C  4.47515  -0.07379  1.38592
C  5.76248  0.47844  1.35242
C  6.13067  1.36287  0.31053
C  5.18837  1.67704  -0.66139
C  3.29350  3.98351  -1.47513
C  3.29190  5.27864  -2.00174
H  3.10215  6.50220  -3.78033
H  2.64750  4.53077  -5.25845
H  2.56232  2.25140  -4.30824
H  1.54988  0.95303  -3.28619
H  2.81723  -1.31919  -1.66443
H  1.93028  -3.45369  -1.77093
H  0.63460  -5.19335  -3.00300
H  -0.76036  -4.51138  -4.98561
H  -0.93126  -2.08110  -5.58381
H  0.42513  -0.39982  -4.34425
H  2.57993  -0.24119  0.42138
H  4.15719  -0.71643  2.21105
H  6.49182  0.22379  2.12958
H  7.12486  1.82515  0.26658
H  5.44201  2.40048  -1.43962
H  3.45983  3.83883  -0.40490
H  3.46848  6.13046  -1.34457

Properties
Largest force on an atom ... 3.39 eV/A
Molar mass ... 560.9 g/mol
HOMO-LUMO gap ... 3.40 eV
HOMO level ... -1.034 eV
Charge ... -1

Charges computed using Löwdin, reported in e: C -0.05; C -0.50; C -0.05; C -0.31; C -0.24; C -0.25; C -0.19; C -0.14; Zr 1.25; C -0.09; C -0.35; C -0.25; C -0.19; C -0.14; C -0.31; C -0.23; H 0.06; H 0.08; H 0.08; H 0.07; H 0.08; H 0.08; H 0.08; H 0.09; H 0.08; H 0.10; H 0.08; H 0.09; H 0.11; H -0.04; H -0.04; H -0.05; H 0.09; H 0.08; H 0.09; H 0.08; C -0.10; C -0.09; C -0.05; C -0.18; C -0.13; C 0.00; C -0.34; C -0.19; C -0.05; C -0.09; C -0.10; C -0.09; C -0.05; C -0.16; C -0.02; C -0.07; C -0.09; C -0.08; C -0.05; C -0.03; C -0.09; H 0.10; H 0.10; H 0.10; H 0.11; H 0.13; H 0.12; H 0.10; H 0.10; H 0.10; H 0.10; H 0.09; H 0.11; H 0.10; H 0.10; H 0.11; H 0.12; H 0.10

***

C36H38AlN5O7S as an isolated structure at a distorted geometry. Source: the OMol25 dataset; level of theory: the ωB97M-V functional and the def2-TZVPD basis.

Positions of all 88 atoms, in Å:
Al  0.96064  -0.50451  -0.32050
N  0.67698  -1.49464  1.51479
C  1.62112  -1.13166  2.53538
C  1.13767  -1.20821  3.83453
C  1.86195  -0.72967  4.91537
C  3.15069  -0.22350  4.73704
C  3.62198  -0.26361  3.46640
C  2.90124  -0.68082  2.31064
C  3.60150  -0.52558  1.00775
C  4.96839  -0.72398  1.03541
C  5.77853  -0.56104  -0.06591
C  5.14941  -0.16665  -1.27287
C  3.79232  -0.07265  -1.30961
C  2.94516  -0.30026  -0.20362
H  -0.24049  -1.15809  1.77300
H  0.62597  -2.51121  1.44138
H  0.14483  -1.63006  3.94199
H  1.45172  -0.77641  5.92564
H  3.77091  0.22613  5.52508
H  4.62017  0.24564  3.29073
H  5.40249  -1.00218  1.95822
H  6.84438  -0.81080  -0.00506
H  5.70990  -0.04878  -2.21240
H  3.34853  0.10440  -2.29972
O  -1.31358  1.32747  -1.73387
C  -0.80784  0.47113  -2.45793
N  0.22364  -0.38995  -2.08628
C  0.67147  -1.03957  -3.26561
O  1.62634  -1.76259  -3.31917
C  -0.29226  -0.71459  -4.36585
C  -0.41187  -1.31754  -5.58129
C  -1.46794  -0.87637  -6.39161
C  -2.34795  0.14674  -5.99384
C  -2.23892  0.66872  -4.70093
C  -1.20528  0.20065  -3.92208
H  0.25621  -2.11097  -5.91247
H  -1.68019  -1.27208  -7.40469
H  -3.19650  0.45609  -6.62830
H  -2.99154  1.34464  -4.30797
O  -0.80331  1.19082  2.21892
C  -0.21727  1.63335  1.26698
O  0.28375  0.99975  0.23171
C  0.05281  3.11057  1.20508
C  -0.04237  3.80143  2.38065
C  0.19338  5.17509  2.37368
C  0.44771  5.87780  1.18536
C  0.49691  5.11626  0.01857
C  0.32635  3.75840  0.01005
N  0.76729  5.77377  -1.26236
O  0.71046  6.98864  -1.27953
O  1.06189  5.06797  -2.21686
H  -0.35687  3.23213  3.21579
H  0.01577  5.78158  3.29262
H  0.45017  6.95430  1.29159
H  0.31683  3.28048  -0.93415
C  2.01620  -4.86284  -1.37778
C  0.48321  -4.97312  -1.07097
C  0.02358  -3.54799  -1.25084
O  1.17876  -2.77177  -0.78779
C  2.41775  -3.44188  -0.97254
H  2.25498  -5.00087  -2.41469
H  2.57396  -5.57224  -0.75918
H  0.27393  -5.36055  -0.01139
H  -0.02385  -5.63610  -1.76720
H  -0.90552  -3.36233  -0.61245
H  -0.18967  -3.32937  -2.33099
H  3.04101  -3.43682  -0.04141
H  2.94390  -2.88383  -1.72310
C  -4.90231  -2.58848  2.84045
C  -3.88334  -1.43340  2.84046
N  -4.18836  -0.33034  1.87742
C  -3.33360  -0.12289  0.83244
S  -2.33780  -1.41523  0.28257
N  -3.37406  1.06350  0.20375
C  -3.98995  2.23417  0.70720
C  -3.46257  3.55429  0.16031
H  -4.66641  -3.11340  3.75134
H  -4.73403  -3.13674  1.92423
H  -5.95050  -2.27456  2.89471
H  -2.96393  -1.83572  2.51046
H  -3.85802  -0.93516  3.80493
H  -4.88874  0.35178  2.11748
H  -2.83376  1.08851  -0.63440
H  -3.85234  2.21638  1.83109
H  -5.07034  2.26500  0.55348
H  -2.47930  3.79874  0.54541
H  -4.18699  4.28051  0.55258
H  -3.50513  3.58684  -0.92548

Properties
Largest force on an atom ... 2.87 eV/A
Molar mass ... 711.8 g/mol
HOMO-LUMO gap ... 8.10 eV
ΔE to the lowest compared entry with this formula, charge and spin ... 0.0000 eV
HOMO level ... -8.199 eV

Charges computed using Löwdin, reported in e: Al 0.25; N 0.12; C -0.22; C -0.02; C -0.07; C -0.09; C -0.05; C -0.09; C -0.19; C -0.08; C -0.06; C -0.09; C -0.11; C -0.08; H 0.03; H 0.13; H 0.12; H 0.10; H 0.12; H 0.13; H 0.09; H 0.10; H 0.11; H 0.10; O 0.03; C -0.34; N 0.15; C -0.39; O 0.11; C -0.11; C 0.00; C -0.06; C -0.06; C 0.00; C -0.07; H 0.12; H 0.11; H 0.11; H 0.12; O 0.09; C -0.50; O 0.00; C -0.12; C -0.01; C -0.05; C 0.01; C -0.14; C 0.07; N -0.35; O 0.08; O 0.08; H 0.11; H 0.12; H 0.12; H 0.12; C -0.12; C -0.15; C -0.17; O -0.24; C -0.17; H 0.11; H 0.11; H 0.14; H 0.11; H 0.07; H 0.13; H 0.14; H 0.10; C -0.08; C -0.26; N 0.02; C -0.73; S 0.70; N 0.02; C -0.26; C -0.05; H 0.06; H 0.06; H 0.07; H 0.02; H 0.11; H 0.12; H 0.07; H 0.14; H 0.11; H 0.06; H 0.08; H 0.08